No. 1
Molecular formula: C10H12AsNO4Ru
Method: DFT, ωB97M-V/def2-TZVPD

Each line ends with the Löwdin charge.
Geometry (Å):
Ru -0.03 -0.06 0.17  1.476
O -3.74 1.37 -0.06  0.227
C -2.58 1.13 0.01  -0.508
O -1.97 0.00 0.14  -0.134
C -1.52 2.30 -0.06  -0.112
C -1.76 3.65 -0.27  0.086
C -0.64 4.48 -0.36  0.053
C 0.66 3.98 -0.26  0.086
C 0.79 2.61 -0.05  -0.111
N -0.28 1.85 0.05  -0.067
C 2.11 1.76 0.05  -0.504
O 3.17 2.29 -0.02  0.227
O 1.81 0.51 0.20  -0.139
H -2.77 4.02 -0.35  0.152
H -0.78 5.54 -0.52  0.145
H 1.54 4.61 -0.34  0.153
C -1.08 -3.67 -0.69  -0.219
As 0.33 -2.42 -0.18  1.107
C 0.42 -2.28 1.80  -0.240
C 2.03 -3.17 -0.77  -0.220
H -0.85 -4.66 -0.29  0.068
H -1.14 -3.75 -1.78  0.062
H -2.05 -3.33 -0.31  0.052
H 0.37 -3.29 2.21  0.080
H -0.43 -1.72 2.23  0.045
H 1.37 -1.82 2.10  0.053
H 2.02 -4.25 -0.60  0.067
H 2.86 -2.70 -0.23  0.056
H 2.16 -2.99 -1.84  0.058

As for the total charge: +2. Its multiplicity is 5. The calculation puts the total energy at -83645.2948 eV. The value obtained for the maximum force is 4.6 eV/A. The expectation value of S² is 6.0169. The value obtained for the HOMO energy (spin up / spin down) is -17.7 / -17.7 eV.

No. 2
Molecular formula: C10H12AuBiI2O5S
Method: DFT, ωB97M-V/def2-TZVPD

Each line ends with the Löwdin charge.
Geometry (Å):
I 2.55 -1.55 1.58  0.842
I 1.93 3.87 0.20  0.577
Bi 0.77 1.52 1.24  0.990
Au -0.28 -1.42 0.51  0.714
S 1.41 -0.35 -0.80  0.390
C -2.10 -2.12 0.29  -0.066
C -1.21 -1.79 2.39  -0.232
C 0.87 -0.11 -2.61  -0.812
C 1.73 1.01 -3.19  -0.051
C -0.60 0.22 -2.60  -0.088
C 1.18 -1.46 -3.24  -0.059
C -1.03 2.58 3.19  -0.053
C -1.39 2.10 0.11  -0.137
O -1.76 -2.74 2.87  0.311
O -3.16 -2.58 0.28  0.324
O -1.82 3.03 3.87  0.219
O -2.34 2.71 -0.08  0.238
H 1.48 1.20 -4.24  0.145
H 2.79 0.72 -3.15  0.113
H 1.62 1.94 -2.63  0.062
H -0.99 0.17 -3.63  0.148
H -0.79 1.21 -2.18  0.064
H -1.13 -0.52 -1.99  0.047
H 0.94 -1.46 -4.32  0.142
H 0.60 -2.25 -2.75  0.091
H 2.25 -1.69 -3.12  0.109
C 0.09 -0.53 4.25  0.027
C -0.96 -0.49 3.21  -0.404
O -1.77 0.44 2.99  0.038
H 1.02 -0.94 3.84  0.017
H -0.23 -1.20 5.06  0.164
H 0.31 0.47 4.65  0.130

As for the total charge: +4. The value obtained for the energy relative to the best compared isomer or geometry (same formula, charge and spin) is 5.31 kJ/mol. Its multiplicity is 3. The calculation puts the total energy at -57316.9121 eV. The value obtained for the maximum force is 7.4 eV/A. The expectation value of S² is 2.0502. The value obtained for the HOMO energy (spin up / spin down) is -23.4 / -22.8 eV.

No. 3
Molecular formula: C10H12BrINO3P
Method: DFT, ωB97M-V/def2-TZVPD

Each line ends with the Löwdin charge.
Geometry (Å):
N 3.23 2.47 0.02  0.153
C 3.25 1.29 -0.73  -0.515
O 3.12 1.27 -1.92  0.094
C 3.50 -0.02 0.03  -0.147
C 2.69 -1.16 -0.64  -0.285
P 1.49 -1.80 0.54  0.512
I 1.82 -4.09 1.05  0.691
O 0.07 -1.56 -0.10  -0.237
C -0.94 -1.26 0.89  -0.432
O -0.74 -1.62 2.02  0.073
C -2.07 -0.56 0.37  -0.204
C -1.93 0.13 -0.82  -0.174
C -3.01 0.83 -1.33  -0.296
C -4.22 0.80 -0.66  -0.112
C -4.34 0.12 0.56  -0.081
C -3.28 -0.56 1.10  -0.021
H 3.48 2.28 0.98  0.085
H 2.32 2.92 -0.02  0.113
H 3.23 0.12 1.08  0.084
H 4.55 -0.32 0.04  0.126
H 3.34 -2.00 -0.88  0.078
H 2.20 -0.83 -1.55  0.105
H 1.53 -1.09 1.74  0.057
H -0.98 0.12 -1.33  0.099
H -2.89 1.34 -2.27  0.085
H -5.06 1.32 -1.08  0.108
H -5.27 0.10 1.10  0.105
H -3.35 -1.08 2.04  0.115
Br -1.74 2.86 -0.23  -0.182

The value obtained for the energy relative to the best compared isomer or geometry (same formula, charge and spin) is 0.00 kJ/mol. The calculation puts the total energy at -105628.2752 eV. The value obtained for the maximum force is 1.8 eV/A. The value obtained for the HOMO energy is -6.2 eV.

No. 4
Molecular formula: C10H12BrN2O
Method: DFT, ωB97M-V/def2-TZVPD

Each line ends with the Löwdin charge.
Geometry (Å):
C -1.38 -2.17 2.16  0.171
C -0.98 -1.12 1.75  -0.048
C -0.28 -0.11 0.86  -0.356
N 0.21 1.09 1.63  0.185
C -1.33 0.36 -0.22  -0.104
C -0.82 1.64 -0.80  -0.241
O -0.91 2.75 0.10  -0.097
C 1.00 -0.77 0.18  -0.242
C 0.90 -1.83 -0.67  -0.019
C 2.07 -2.39 -1.22  0.037
C 3.25 -1.62 -0.98  -0.087
C 3.21 -0.57 -0.16  -0.728
Br 4.71 0.48 0.30  0.795
N 2.10 -0.14 0.47  0.052
H -1.86 -2.81 2.83  0.041
H -0.09 1.04 2.65  0.196
H -0.31 2.03 1.22  0.138
H 1.22 1.05 1.50  0.111
H -1.28 -0.48 -1.06  0.162
H -2.45 0.34 0.06  0.159
H 0.19 1.56 -1.26  0.143
H -1.36 1.94 -1.78  0.158
H -1.82 3.27 0.17  0.208
H -0.01 -2.41 -0.69  0.119
H 1.82 -3.32 -1.71  0.125
H 4.12 -1.87 -1.58  0.122

As for the total charge: +1. The value obtained for the energy relative to the best compared isomer or geometry (same formula, charge and spin) is 180.61 kJ/mol. Its structure (SMILES) is C#C[C@]([NH3+])(CCO)c1cccc(Br)n1. The calculation puts the total energy at -85625.2061 eV. The value obtained for the maximum force is 4.5 eV/A. The value obtained for the HOMO energy is -12.8 eV.

No. 5
Molecular formula: C10H12BrNO2S
Method: DFT, ωB97M-V/def2-TZVPD

Each line ends with the Löwdin charge.
Geometry (Å):
N -1.01 -1.58 -1.18  0.046
C -1.85 -0.87 -0.23  -0.359
C -1.68 -1.41 1.19  -0.444
S -0.42 -0.55 2.17  0.886
C 1.12 -0.92 1.22  -0.405
C 1.66 0.32 0.59  -0.306
C 1.53 0.54 -0.78  -0.049
C 2.01 1.71 -1.35  -0.074
C 2.62 2.67 -0.56  -0.135
C 2.74 2.45 0.80  -0.671
Br 3.58 3.76 1.89  0.718
C 2.26 1.29 1.38  -0.101
C -3.34 -0.87 -0.61  -0.491
O -4.26 -0.83 0.16  0.115
O -3.51 -0.92 -1.94  0.104
H -1.13 -1.19 -2.11  0.085
H -1.28 -2.56 -1.22  0.094
H -1.55 0.19 -0.24  0.149
H -2.60 -1.28 1.75  0.072
H -1.43 -2.48 1.16  0.086
H 1.82 -1.33 1.94  0.077
H 0.86 -1.66 0.48  0.066
H 1.05 -0.21 -1.39  0.091
H 1.91 1.87 -2.41  0.105
H 3.00 3.59 -1.00  0.098
H 2.36 1.14 2.45  0.110
H -4.45 -0.89 -2.16  0.135

The value obtained for the energy relative to the best compared isomer or geometry (same formula, charge and spin) is 14.34 kJ/mol. Its structure (SMILES) is N[C@H](CSCc1cccc(Br)c1)C(=O)O. The calculation puts the total energy at -97028.1125 eV. The value obtained for the maximum force is 0.6 eV/A. The value obtained for the HOMO energy is -8.6 eV.

No. 6
Molecular formula: C10H12Cl2N3
Method: DFT, ωB97M-V/def2-TZVPD

Each line ends with the Löwdin charge.
Geometry (Å):
C 1.30 2.06 2.20  0.021
C 0.86 0.77 1.96  -0.244
C 1.12 2.74 0.97  -0.617
C 1.04 0.59 -2.43  -0.146
C 2.24 0.03 -1.91  -0.204
C -0.25 0.27 -2.14  -0.124
C 2.42 -0.61 -0.75  -0.542
C -0.41 -0.31 0.20  -0.025
C 0.72 -0.24 3.00  0.021
C -2.08 -1.10 -1.36  0.021
N 0.48 1.92 0.07  0.095
N 0.36 0.73 0.68  -0.042
N -0.80 -0.40 -1.09  -0.139
Cl 1.63 4.34 0.55  0.746
Cl 3.59 -1.53 -0.01  0.725
H 1.93 2.30 3.00  0.123
H 1.26 1.18 -3.37  0.148
H 3.22 0.34 -2.43  0.146
H -0.99 0.77 -2.74  0.139
H -0.32 -1.22 0.77  0.138
H 0.54 -1.16 2.58  0.048
H 1.66 -0.24 3.46  0.094
H -0.08 0.09 3.71  0.140
H -2.19 -1.77 -0.52  0.090
H -2.83 -0.35 -1.46  0.089
H -1.97 -1.57 -2.41  0.138
H 0.67 1.79 -1.01  0.161

As for the total charge: +1. The value obtained for the energy relative to the best compared isomer or geometry (same formula, charge and spin) is 723.48 kJ/mol. The calculation puts the total energy at -40067.3122 eV. The value obtained for the maximum force is 3.3 eV/A. The value obtained for the HOMO energy (spin up / spin down) is -10.5 / -12.1 eV.